# 1
This record from the OMol25 dataset describes a structure of composition C15H17ClNO3P at a distorted geometry. The level of theory is ωB97M-V/def2-TZVPD.

Positions of all 38 atoms, in Å:
C: -1.890468 -0.648975 1.951064
H: -2.822977 -0.203045 1.551405
H: -1.177867 0.039494 2.319541
O: -1.241415 -0.984893 0.676413
C: 0.010234 -1.394981 0.670670
C: 0.665003 -1.765257 2.004678
C: 1.817655 -2.362188 2.006671
C: 2.629209 -2.749669 0.609886
C: 1.898579 -2.523985 -0.509541
C: 0.517587 -1.947893 -0.489188
O: -0.071143 -1.880898 -1.503595
P: 0.404588 -0.447491 -2.444732
O: 1.652046 -0.168954 -2.847584
N: -0.433553 0.810257 -1.748281
C: 0.045901 1.508381 -0.592669
C: 1.125929 1.143509 0.086245
C: 1.452600 1.740219 1.172210
C: 0.671019 2.479041 2.000517
C: -0.418705 2.663848 1.304614
C: -0.967926 2.185906 0.276555
C: -2.200949 2.654564 -0.340518
H: -2.825567 3.155505 0.542600
H: -2.860302 1.573903 -0.402678
H: -2.301804 2.997305 -1.159699
H: -0.878422 3.366978 1.885040
H: 1.049752 2.794190 2.822796
Cl: 3.037437 1.362129 1.797675
H: 1.991236 0.390117 -0.619501
H: -1.515310 1.017589 -1.816621
C: -0.938026 -0.726259 -3.931669
H: -1.766243 -1.024160 -3.638635
H: -0.349661 -1.454033 -4.540969
H: -0.842265 0.128118 -4.557190
H: 2.144042 -2.698617 -1.492648
H: 3.465615 -3.181941 0.611381
H: 2.617197 -2.788102 2.785729
H: 0.473092 -1.485631 2.803375
H: -2.166120 -1.574080 2.756654

Atoms 1-3, force components in eV/Å:
C -0.75 -2.28 -0.74
H 0.49 -0.08 0.91
H 0.02 1.00 1.42

LUMO energy, eV: 0.481
M, g/mol: 325.7
ΔE to the lowest compared entry with this formula, charge and spin, kcal per mole: 356.77

Here are the Mulliken charges for atoms 1 to 5, given in e: -0.79, 0.25, 0.39, -0.28, 1.16

# 2
This record from the OMol25 dataset describes a cluster of 2 separate species, C4H9N in total at a distorted geometry. The level of theory is ωB97M-V/def2-TZVPD.

Positions of all 14 atoms, in Å:
C: -0.833850 0.083200 -3.504241
C: -1.786591 0.514277 -2.673594
C: -1.617348 0.798949 -1.219409
H: -0.908959 0.306008 -4.563189
H: -0.065062 -0.627811 -3.220009
H: -2.720145 0.817220 -3.142466
H: -1.155638 1.749394 -0.972346
H: -2.547945 0.592501 -0.687155
H: -0.970978 0.054663 -0.728931
C: 2.873829 -0.933544 4.312502
N: 1.870069 -1.447007 3.721372
H: 3.415602 -1.345302 5.163048
H: 3.161367 0.095608 4.075499
H: 1.285649 -0.658155 3.438919

Atoms 1-3, force components in eV/Å:
C -0.55 -0.55 -0.09
C 0.61 0.75 -0.64
C -0.17 -2.27 0.98

LUMO energy, eV: 0.986
M, g/mol: 71.1
ΔE to the lowest compared entry with this formula, charge and spin, kcal per mole: 57.00

Here are the Mulliken charges for atoms 1 to 5, given in e: -0.66, -0.04, -0.90, 0.23, 0.26

# 3
This record from the OMol25 dataset describes a cluster of 2 separate species, C7H17NO in total at a distorted geometry. The level of theory is ωB97M-V/def2-TZVPD.

Positions of all 26 atoms, in Å:
C: -1.913268 -0.902637 0.198733
C: -1.280062 0.238240 -0.701438
N: -0.315180 -0.453876 -1.834501
C: -0.826366 0.046122 -3.140715
C: 0.670012 -1.339006 -1.849864
C: 1.018411 -2.309795 -0.694759
O: 1.106216 -1.488367 -2.968864
H: -1.025977 -1.392667 0.472542
H: -2.552835 -1.635792 -0.128015
H: -2.597941 -0.109580 0.846070
H: -1.946293 0.850356 -1.378181
H: -0.603618 0.842321 -0.165536
H: -1.913784 -0.193980 -3.000786
H: -0.778892 1.126489 -3.126580
H: -0.064195 -0.278970 -4.078897
H: 0.525116 -3.273472 -0.842207
H: 1.996919 -2.728531 -0.584145
H: 0.725318 -1.845621 0.218772
C: 1.935108 1.748433 2.596251
C: 0.466461 1.897969 3.148383
H: 2.338223 2.747034 2.152721
H: 2.663015 1.517574 3.297332
H: 2.100738 1.187188 1.685668
H: 0.409477 2.279665 4.161825
H: 0.031059 0.876062 3.102257
H: -0.167662 2.594841 2.613935

Atoms 1-3, force components in eV/Å:
C -0.55 6.36 0.57
C 0.44 -3.66 -3.57
N -3.45 3.17 2.06

LUMO energy, eV: 0.755
M, g/mol: 131.2
ΔE to the lowest compared entry with this formula, charge and spin, kcal per mole: 99.45

Here are the Mulliken charges for atoms 1 to 5, given in e: -0.76, -0.51, -0.04, -1.03, 0.86

# 4
This record from the OMol25 dataset describes a cluster of 2 separate species, C21H21NO5S in total. The level of theory is ωB97M-V/def2-TZVPD.

Positions of all 49 atoms, in Å:
H: -3.534239 -1.374258 -1.430231
N: -3.128855 -0.744613 -2.123642
C: -2.997089 0.426080 -1.653000
C: -2.429572 1.481772 -2.563445
C: -3.444371 0.806408 -0.254317
C: -2.317609 1.124806 0.735891
C: -1.328948 2.235594 0.443422
C: -1.971297 3.600425 0.184125
C: -3.315489 3.801644 0.915042
S: -3.673429 2.739978 2.311232
O: -5.069478 2.433954 2.265055
O: -3.106184 3.318261 3.487078
O: -2.865264 1.394878 2.053058
H: -2.337637 1.055476 -3.560313
H: -3.093736 2.348234 -2.614328
H: -1.446368 1.817929 -2.235100
H: -4.178370 1.613433 -0.313737
H: -3.981119 -0.047375 0.165635
H: -1.754511 0.197920 0.857541
H: -0.726001 2.324918 1.350524
H: -0.629947 1.939052 -0.335900
H: -1.275090 4.367485 0.524537
H: -2.124145 3.785251 -0.878819
H: -3.401245 4.804005 1.332085
H: -4.146482 3.644299 0.231783
O: 0.954843 -0.147903 -0.036649
C: 1.810322 -1.009288 0.002065
C: 2.090245 -1.865357 -1.183775
C: 1.360731 -1.661995 -2.349335
C: 1.619116 -2.433825 -3.468965
C: 2.608008 -3.410826 -3.430164
C: 3.330405 -3.625104 -2.268496
C: 3.071894 -2.857185 -1.140142
C: 3.847360 -3.120309 0.106520
O: 4.668615 -4.009833 0.158374
C: 3.574805 -2.251551 1.288141
C: 4.300391 -2.455661 2.455041
C: 4.075038 -1.650398 3.558611
C: 3.124552 -0.636827 3.502510
C: 2.394565 -0.432825 2.344236
C: 2.614365 -1.239747 1.234182
H: 0.592969 -0.900567 -2.364820
H: 1.049018 -2.275518 -4.374835
H: 2.811947 -4.008785 -4.308635
H: 4.096523 -4.386648 -2.220301
H: 5.037004 -3.246767 2.482713
H: 4.641344 -1.810727 4.466573
H: 2.953050 -0.006689 4.365199
H: 1.649366 0.348780 2.287774

Atoms 1-3, force components in eV/Å:
H 0.01 0.01 0.00
N 0.08 -0.06 0.02
C 0.03 -0.05 0.01

LUMO energy, eV: -1.182
M, g/mol: 399.5
ΔE to the lowest compared entry with this formula, charge and spin, kcal per mole: 0.00

Here are the Mulliken charges for atoms 1 to 5, given in e: 0.26, -0.81, 0.65, -1.29, -0.56

# 5
This record from the OMol25 dataset describes a structure of composition C37H32BiO6S5. The level of theory is ωB97M-V/def2-TZVPD.

Positions of all 81 atoms, in Å:
Bi: -0.239996 -0.597547 -0.312550
C: 8.572320 -0.916201 1.602277
C: 7.212303 -0.506164 1.114982
C: 6.095127 -1.291949 1.380527
C: 4.834148 -0.923863 0.936138
C: 4.701037 0.253329 0.223673
C: 5.798535 1.047163 -0.080814
C: 7.046759 0.663449 0.372278
S: 3.116508 0.762767 -0.395524
O: 2.162474 -0.352930 0.022375
C: 2.765441 2.192712 0.624702
C: 2.553401 3.369808 -0.128294
C: 2.280429 4.543521 0.509321
C: 2.195534 4.594462 1.920270
C: 1.891655 5.802931 2.596371
C: 1.808974 5.834506 3.956491
C: 2.025968 4.658479 4.710485
C: 2.317885 3.480746 4.090303
C: 2.409291 3.414221 2.674554
C: 2.695851 2.190556 2.000552
C: 2.944933 0.968761 2.819960
C: 4.216248 0.796473 3.444181
C: 5.270300 1.728850 3.271318
C: 6.475487 1.533556 3.879759
C: 6.696784 0.399115 4.691601
C: 5.702619 -0.516516 4.872661
C: 4.439780 -0.342383 4.254327
C: 3.405627 -1.294453 4.419337
C: 2.190668 -1.119870 3.827334
C: 1.968874 0.034312 3.047142
S: 0.307991 0.203757 2.390071
O: -0.375994 -1.080652 2.690243
C: -0.357983 1.516712 3.360887
C: -0.668749 2.709407 2.733437
C: -1.187455 3.749061 3.489501
C: -1.401222 3.597241 4.855326
C: -1.977422 4.718044 5.672109
C: -1.090369 2.374403 5.457701
C: -0.570761 1.327775 4.721484
H: 8.497573 -1.574752 2.466760
H: 9.170153 -0.048005 1.879306
H: 9.115096 -1.452767 0.821431
H: 6.209969 -2.203042 1.955450
H: 3.962264 -1.525825 1.158018
H: 5.681838 1.957440 -0.659040
H: 7.908201 1.281624 0.150356
H: 2.597137 3.321437 -1.209359
H: 2.122881 5.452035 -0.059742
H: 1.729201 6.700105 2.011531
H: 1.579906 6.761699 4.465561
H: 1.957187 4.696244 5.789980
H: 2.472236 2.584121 4.675934
H: 5.114628 2.601258 2.649239
H: 7.272001 2.253083 3.739456
H: 7.657396 0.262743 5.170858
H: 5.860305 -1.389796 5.493830
H: 3.590007 -2.168397 5.032228
H: 1.389629 -1.836418 3.944673
H: -0.507351 2.828938 1.667814
H: -1.428390 4.689527 3.009089
H: -1.871327 5.674438 5.161804
H: -1.489683 4.787220 6.644637
H: -3.041250 4.551358 5.851981
H: -1.261033 2.246779 6.519913
H: -0.341905 0.376112 5.185926
C: -4.379047 0.383724 -0.853867
S: -3.132791 -0.710627 -0.290281
O: -3.724437 -1.785218 0.430181
O: -2.294228 -1.097621 -1.461994
O: -2.161865 0.113826 0.554996
H: -4.938920 -0.152718 -1.617576
H: -3.907850 1.275978 -1.259387
H: -5.019695 0.615549 -0.006211
C: -0.379163 5.088579 -2.286155
O: 0.090427 3.729012 -2.297649
C: -0.546065 2.835275 -1.552938
S: -1.783847 3.149125 -0.547639
S: 0.182521 1.275951 -1.977889
H: 0.233803 5.601861 -3.019711
H: -0.250011 5.515443 -1.292984
H: -1.431103 5.123815 -2.560525

Atoms 1-3, force components in eV/Å:
Bi -0.07 0.31 0.06
C 0.01 -0.01 0.00
C -0.02 -0.01 0.00

LUMO energy, eV: -3.890
Net charge: +1
M, g/mol: 942.0
ΔE to the lowest compared entry with this formula, charge and spin, kcal per mole: 14.55

Here are the Mulliken charges for atoms 1 to 5, given in e: 1.43, -1.77, 0.81, -0.70, -0.18